1.
16
Properties=species:S:1:pos:R:3 method="wB97M-V/def2-TZVPD" smiles=CC.CC spin_multiplicity=1 homo_ha=-0.4188 energy_ev=-4341.3312 e_above_lowest_ev=1.197 homo_lumo_gap_ev=12.50
C -0.554 2.048 0.040
C -1.885 2.487 -0.730
H 0.477 2.113 -0.477
H -0.353 2.563 0.980
H -0.703 0.985 0.299
H -2.700 2.380 -0.017
H -2.156 1.880 -1.643
H -1.793 3.523 -1.074
C 1.966 -2.079 0.197
C 0.401 -2.313 0.402
H 2.427 -3.038 0.397
H 2.239 -1.632 -0.752
H 2.448 -1.615 1.006
H 0.209 -3.213 0.921
H 0.059 -2.332 -0.691
H -0.083 -1.757 1.143


2.
16
Properties=species:S:1:pos:R:3 method="wB97M-V/def2-TZVPD" smiles=CC.CC spin_multiplicity=1 homo_ha=-0.4129 energy_ev=-4341.2374 e_above_lowest_ev=1.291 homo_lumo_gap_ev=12.32
C 0.095 -1.227 -2.257
C -0.921 -2.013 -1.356
H 0.209 -0.287 -1.691
H 1.024 -1.803 -2.129
H -0.244 -1.120 -3.155
H -0.490 -2.175 -0.352
H -1.926 -1.678 -1.444
H -1.139 -3.057 -1.686
C 0.669 1.411 2.449
C 0.118 1.961 1.087
H 1.738 1.414 2.511
H 0.193 2.049 3.179
H 0.280 0.371 2.599
H -0.889 2.131 0.951
H 0.646 1.181 0.391
H 0.638 2.839 0.903


3.
16
Properties=species:S:1:pos:R:3 method="wB97M-V/def2-TZVPD" smiles=CC.CC spin_multiplicity=1 homo_ha=-0.4130 energy_ev=-4341.2330 e_above_lowest_ev=1.295 homo_lumo_gap_ev=12.36
C 1.864 0.059 0.949
C 1.715 -0.111 -0.528
H 1.394 1.110 1.080
H 1.258 -0.681 1.361
H 2.937 0.140 1.051
H 2.439 -0.763 -0.971
H 1.912 0.800 -1.081
H 0.658 -0.434 -0.790
C -1.455 0.674 -0.248
C -2.169 -0.597 0.043
H -2.046 1.623 0.133
H -0.389 0.647 0.121
H -1.284 0.777 -1.369
H -1.584 -1.429 -0.542
H -3.207 -0.834 -0.252
H -2.047 -0.981 1.043